1.
{"formula": "C34H53N8O3S2", "method": "ωB97M-V/def2-TZVPD", "e_homo_ev": -5.6, "total_charge": -1, "species": ["H", "C", "H", "C", "H", "C", "H", "C", "H", "H", "C", "H", "S", "H", "C", "H", "H", "H", "C", "C", "C", "C", "C", "C", "H", "O", "H", "C", "H", "C", "N", "H", "C", "H", "H", "O", "N", "C", "H", "N", "C", "H", "H", "H", "C", "H", "H", "H", "H", "H", "H", "H", "H", "H", "C", "N", "H", "C", "N", "C", "H", "C", "H", "H", "H", "H", "C", "C", "H", "H", "C", "O", "C", "N", "H", "H", "H", "N", "H", "C", "C", "H", "N", "H", "C", "H", "C", "H", "C", "H", "H", "H", "H", "H", "H", "H", "C", "C", "C", "S"], "xyz": [[0.22782, 3.46393, 4.08262], [2.70219, 5.71834, 1.44029], [0.55633, 1.77542, 1.72082], [3.80942, -1.35329, -3.91765], [-1.06132, -4.03462, -1.27307], [1.82669, -0.51405, -4.33180], [1.62680, 2.07975, -3.46381], [0.06043, 1.60575, 0.76511], [3.42382, -0.47528, -5.85912], [-0.26534, 1.38044, -1.95018], [0.91710, -3.09362, 2.68778], [2.86680, 5.18077, -1.16778], [-2.19478, 3.85644, 4.36511], [-1.36814, -3.92203, 2.16975], [1.58300, -3.12037, 4.81906], [2.47656, 3.36816, -1.29145], [1.66578, 5.93410, 1.18069], [4.82492, -1.66865, -4.10662], [3.06136, -1.47741, -2.78036], [-1.85067, -2.24433, -5.01482], [2.72830, 2.08351, 3.70459], [2.08676, -4.11162, -0.43699], [-3.55324, -2.90325, -0.02157], [1.87170, -5.43370, -0.45685], [2.95179, -3.54282, -0.12947], [-3.19065, 4.83670, 3.82008], [-2.06485, 3.20268, -1.68422], [-0.06068, -4.34953, -1.01627], [2.27951, 3.07276, 3.61481], [-2.45081, -0.41579, -3.91638], [-0.27650, 2.24466, -2.47276], [0.92912, -0.12531, -4.78967], [-2.63295, -1.06016, -5.11894], [-3.34464, 1.88887, 0.16156], [3.04670, 6.40408, 0.66622], [-0.15340, -0.50401, -0.77224], [0.84343, -2.42467, 3.88032], [-0.43305, 4.32914, 4.02989], [2.53324, -5.10445, 4.90292], [0.95033, -3.41051, -0.80986], [-3.47123, -4.24203, 1.76852], [2.98127, 6.08474, 2.42820], [1.01981, -0.90378, -2.37811], [0.58434, 2.21092, 0.02527], [-2.50011, 2.42944, 3.18508], [3.37128, -1.70962, -1.77218], [1.32552, 4.47354, -0.82748], [-0.35850, -2.82916, -3.47322], [1.09581, 4.46641, -4.33585], [3.18852, 1.80374, 2.75694], [1.63660, -5.18650, 2.23714], [-1.68418, -2.88952, -5.86477], [-0.03595, -6.52768, -0.86823], [-3.27387, 0.19578, -0.23141], [-3.71287, 0.90918, 0.46604], [-2.29071, -2.86859, 0.52988], [-3.47567, 0.65423, 1.49892], [1.53548, -4.37757, 2.94552], [1.77835, -0.98084, -3.04053], [-2.26666, -3.65115, 1.63526], [-1.47202, -2.36869, 0.21371], [1.98985, -4.38917, 4.30335], [-3.18516, -0.81149, -6.01315], [-0.19837, -0.38567, 1.29543], [-1.19929, -0.90328, -2.25053], [2.58014, -6.24752, -0.50404], [2.39719, 4.29952, -0.73078], [-1.20309, 3.19915, -2.33519], [-2.83224, 0.51538, -3.52416], [0.87801, -2.40510, -0.74634], [1.65148, 1.17744, 4.24206], [4.57921, 3.93489, 0.79487], [0.20223, 0.09493, 0.40288], [-6.31238, 0.57505, 0.32556], [-3.63953, -2.33240, -0.93430], [-1.80478, 1.59003, 3.18775], [-0.28250, 4.72842, 3.02690], [0.83527, 0.45918, 4.63795], [-2.69566, 2.79295, 2.17626], [-4.33709, -3.76462, 0.74763], [3.06198, -0.72174, -4.87183], [-0.19386, 5.17803, 4.67042], [-1.51674, -1.07980, -3.19296], [-3.73361, -5.07870, 2.39903], [0.52873, -5.60951, -0.80098], [0.57316, -1.46333, 4.03161], [0.43335, 3.95416, -3.65384], [-5.37999, -3.98224, 0.57051], [-5.15789, 0.73181, 0.36774], [1.88634, -2.75922, 5.79064], [-1.48521, 5.05483, -3.36957], [3.48909, 2.24160, 4.46899], [-3.43064, 2.03615, 3.59439], [1.24950, -0.07812, 0.65063], [-1.02175, 1.73607, 0.76232], [0.51049, -2.71177, 1.76299], [-1.15934, -2.21191, -3.85278], [0.73457, 2.65224, -3.25743], [-0.83911, 4.19731, -3.25289], [3.10352, 3.95750, 0.95246]]}

***

2.
{"formula": "C34H54AsIrN2O2S4", "method": "ωB97M-V/def2-TZVPD", "spin_multiplicity": 2, "e_homo_ev": [-4.4, -4.4], "s_squared": 0.76, "total_charge": -1, "species": ["S", "H", "H", "H", "C", "H", "H", "O", "C", "H", "H", "H", "H", "H", "C", "C", "H", "H", "H", "C", "C", "C", "H", "C", "C", "H", "C", "C", "C", "H", "H", "H", "H", "C", "H", "H", "H", "H", "H", "C", "C", "C", "C", "H", "H", "H", "H", "H", "H", "H", "H", "C", "H", "H", "C", "Ir", "H", "C", "S", "C", "H", "H", "C", "C", "S", "C", "H", "C", "H", "H", "C", "As", "S", "C", "C", "H", "H", "H", "H", "C", "C", "H", "H", "N", "H", "C", "H", "H", "H", "O", "H", "H", "C", "H", "C", "C", "H", "N"], "xyz": [[2.90634, 0.50133, 5.84560], [-2.41481, -1.80159, -0.21635], [-1.73398, 0.46373, -5.84204], [3.34081, 2.61924, -0.52959], [3.74243, 1.79595, -2.51603], [-3.44553, 1.03109, 4.67842], [-1.10892, -0.26567, -3.80647], [-0.30287, 0.74929, 1.46578], [4.09139, 2.01992, -1.04102], [-0.19981, -3.38608, -0.63387], [-1.02006, -1.15345, -5.93491], [-1.01034, 0.64193, -0.50288], [4.09385, -2.02307, 1.08896], [5.81846, 1.33248, -2.95268], [0.43791, 0.46417, -6.03562], [2.36312, 1.16511, -2.78373], [2.58472, -3.65663, 1.78674], [-2.31597, 3.54575, 2.15776], [3.79399, -1.05225, -0.35724], [-2.02754, -0.86432, 1.66315], [1.97040, 1.04906, -4.11078], [-6.06497, -1.37558, 3.22905], [-1.71686, -0.50174, -1.66734], [3.67747, -2.03974, 0.08490], [-1.58109, -1.73228, 0.49759], [2.67058, 1.38455, -4.86811], [1.47934, -0.41259, -6.74579], [-3.66512, -0.69317, 3.44352], [0.20593, 0.20131, -2.20893], [1.96946, -1.53076, -1.72907], [-0.28621, -2.40605, -2.09053], [4.81194, -0.09109, -2.65159], [4.69716, 0.75903, -4.19602], [-0.94483, -0.12975, -6.30699], [-0.71147, 2.96837, 1.66918], [-6.13945, -0.90916, 5.87785], [1.27457, -0.45970, -7.81906], [-4.47101, -0.38540, 6.12606], [-6.93596, -1.78965, 3.74488], [-1.93081, 1.02015, 3.19493], [0.75048, 0.53232, -4.54289], [-1.37966, 0.30506, 2.10270], [-3.04763, 0.49664, 3.82918], [-5.84323, -2.01334, 2.37240], [3.67382, 3.11323, -4.27741], [1.46005, -1.42839, -6.34621], [-1.61304, 3.92024, 5.07427], [2.00150, -3.29343, -1.72187], [-5.55654, 0.56637, 5.10269], [-2.07156, 2.34172, 5.70979], [1.04947, -3.91112, 0.97302], [-2.08645, 2.97072, 4.81697], [-3.62225, -2.66397, 5.31434], [-0.24147, 2.52592, -6.13808], [-1.30596, 2.33620, 3.66262], [1.14676, -0.61449, 1.04666], [-1.40758, -2.73941, 0.88202], [-4.50861, -2.69598, 4.67909], [2.33344, -2.46442, 3.91963], [-0.79106, -0.19391, -1.16532], [-0.85889, 4.28989, 2.83961], [0.12429, 1.34014, 4.95848], [-1.29737, 3.34620, 2.50303], [1.64784, -2.40684, -1.17487], [0.52854, -1.83633, 2.91467], [2.09689, -3.67120, 0.81560], [-3.12596, 3.17796, 4.54981], [4.83060, 0.89531, -3.12095], [5.05077, 2.54529, -0.99466], [-3.59245, -2.26714, 1.98629], [-4.86441, -1.28735, 4.18184], [3.40135, -0.52517, 4.06987], [2.93803, 0.42101, 2.13989], [-3.13844, -1.34563, 2.34201], [0.47698, 1.87549, -6.63983], [-4.29745, -3.36986, 3.84810], [-5.33593, -3.11823, 5.25672], [3.01097, 3.82124, -2.80238], [4.18523, 1.09244, -0.48487], [0.12701, 2.08202, 4.15631], [-5.27623, -0.44799, 5.39214], [0.23189, 1.84492, -7.70519], [2.56368, -4.43916, 0.18438], [2.24790, -2.36418, 0.16779], [4.20929, -2.78662, -0.52224], [0.13198, -2.44962, -1.08030], [4.76210, 3.64893, -2.99500], [-6.32587, -0.38584, 2.84952], [-1.13063, -0.14914, -7.38316], [1.79432, 0.64247, -0.52258], [2.48773, -0.01977, -6.61155], [1.46492, 2.32483, -6.53311], [3.79796, 3.17520, -3.19521], [0.56206, 3.00595, 4.54729], [-0.12892, 0.12237, -3.55105], [1.46667, 0.68631, -1.78289], [0.76999, 1.71430, 3.36197], [-0.37911, -1.32493, -0.26683]]}

***

Respective F_max values: 3.9; 1.6 eV Å⁻¹.